43
Properties=species:S:1:pos:R:3:lowdin_charge:R:1 method="wB97M-V/def2-TZVPD" multiplicity=2 de_lowest_kj_mol=0.00 homo_lumo_gap_ev="6.645 / 6.520" total_charge=+1
Tc 0.0615 0.3484 -0.4305 1.670
C 4.1888 -0.0974 0.5283 0.010
C 2.7184 -0.0182 0.7767 -0.386
O 1.9788 -0.0136 -0.2939 -0.199
C 2.2042 0.0532 2.0575 -0.002
C 0.8460 0.0921 2.3949 -0.265
C 0.4579 0.0789 3.8370 -0.008
N -0.1270 0.1090 1.4707 -0.139
N -1.4351 0.0453 1.9832 0.105
C -2.2713 -0.0109 1.0067 -0.386
O -1.8275 -0.0286 -0.2658 -0.218
C -3.7233 -0.0776 1.2103 -0.162
C -4.5727 -0.1590 0.1100 -0.017
C -5.9448 -0.1927 0.3031 -0.060
C -6.4657 -0.1450 1.5875 -0.061
C -5.6172 -0.0701 2.6864 -0.062
C -4.2476 -0.0356 2.5025 -0.021
H 4.3914 -0.1714 -0.5357 0.094
H 4.6031 -0.9671 1.0400 0.104
H 4.6841 0.7863 0.9334 0.103
H 2.9085 0.0271 2.8755 0.126
H 1.3420 0.0775 4.4670 0.088
H -0.1521 -0.7991 4.0489 0.101
H -0.1650 0.9441 4.0643 0.096
H -4.1580 -0.1996 -0.8872 0.114
H -6.6066 -0.2581 -0.5498 0.111
H -7.5374 -0.1654 1.7358 0.111
H -6.0273 -0.0384 3.6866 0.110
H -3.5790 0.0213 3.3505 0.112
C 1.7069 3.8332 0.4974 -0.150
Si 0.0637 3.6578 -0.3414 0.421
C -1.3497 3.7950 0.8469 -0.148
C -0.1250 4.7089 -1.8453 -0.152
O 0.0195 2.0093 -0.9224 -0.430
H 1.8801 4.8830 0.7453 0.049
H 2.5363 3.5022 -0.1306 0.043
H 1.7305 3.2649 1.4308 0.031
H -1.4803 4.8345 1.1561 0.049
H -1.1708 3.2015 1.7472 0.031
H -2.2907 3.4614 0.4042 0.046
H -0.0711 5.7641 -1.5689 0.049
H -1.0901 4.5362 -2.3249 0.046
H 0.6584 4.5133 -2.5793 0.045

43
Properties=species:S:1:pos:R:3:lowdin_charge:R:1 method="wB97M-V/def2-TZVPD" multiplicity=1 de_lowest_kj_mol=155.83 homo_lumo_gap_ev=9.136 total_charge=0
C 1.3118 2.0233 -4.1439 -0.088
H 1.5163 3.0016 -4.5713 0.072
H 0.2636 1.7861 -4.3077 0.078
H 1.9162 1.2848 -4.6657 0.064
C 1.6205 2.0306 -2.6449 -0.170
C 1.3599 0.6917 -2.0328 -0.265
N 0.2887 0.5112 -1.3620 0.177
N -0.0044 -0.6879 -0.8356 -0.064
C 0.7852 -1.8213 -0.9430 -0.365
O 0.4399 -2.8773 -0.4445 0.077
C 1.9860 -1.5977 -1.7150 -0.108
C 3.0311 -2.4304 -2.0515 0.000
C 3.9482 -1.6608 -2.7825 -0.060
C 3.4492 -0.3850 -2.8772 -0.067
N 2.2568 -0.3393 -2.2315 0.039
H 3.8716 0.4768 -3.3533 0.117
H 4.8761 -2.0031 -3.1965 0.098
H 3.1096 -3.4659 -1.7910 0.113
C -1.1354 -0.7064 0.0576 -0.042
H -1.4674 -1.7451 0.1317 0.128
H -1.9162 -0.0655 -0.3570 0.133
C -0.6909 -0.1888 1.4341 -0.436
O 0.4449 0.1999 1.6213 0.073
N -1.6262 -0.1969 2.4050 -0.060
C -3.0283 -0.4973 2.2474 -0.125
H -3.3319 -1.1058 3.1060 0.126
C -3.8332 0.8242 2.2263 -0.158
N -3.2030 1.8737 3.0134 -0.221
C -2.4245 2.8232 2.2410 -0.081
H -3.0789 3.2933 1.5075 0.085
H -2.0628 3.5964 2.9177 0.087
H -1.5634 2.3906 1.7171 0.082
C -2.4807 1.3093 4.1333 -0.172
C -1.3138 0.3975 3.6943 -0.113
H -1.1436 -0.3916 4.4354 0.127
H -0.3876 0.9623 3.5735 0.116
H -2.1007 2.1230 4.7530 0.118
H -3.2019 0.7416 4.7281 0.116
H -3.9509 1.1801 1.2018 0.113
H -4.8328 0.6391 2.6373 0.115
H -3.2106 -1.0755 1.3450 0.112
H 2.6621 2.3113 -2.4774 0.110
H 0.9798 2.7544 -2.1424 0.115

42
Properties=species:S:1:pos:R:3:lowdin_charge:R:1 method="wB97M-V/def2-TZVPD" multiplicity=1 de_lowest_kj_mol=0.00 homo_lumo_gap_ev=8.269 total_charge=0
N 1.8876 0.2602 0.8862 0.128
N 0.0817 0.9240 -0.4113 0.182
S 0.8849 -2.3772 -3.5028 1.059
C 3.0136 -2.6996 -2.1267 -0.134
C 3.1029 -3.7084 -3.1628 -0.112
C 1.8830 -1.9054 -2.1341 -0.427
C 2.0268 -3.6167 -4.0258 -0.569
C 0.7770 0.9486 0.6972 -0.380
C 2.2330 -0.6498 -0.0236 -0.067
C 0.4481 0.0618 -1.3189 -0.389
C 1.4982 -0.8221 -1.1556 -0.161
N -0.2499 0.2405 -2.4473 0.121
N 0.2969 1.7417 1.7280 -0.030
N 0.1290 4.2242 4.0591 0.056
C 1.6999 -4.5314 -5.1624 -0.115
C -1.9489 3.3864 5.1280 -0.027
C -0.5470 2.9181 1.4854 -0.162
C 0.9581 1.6832 3.0867 -0.128
C -1.5113 3.2226 2.6217 -0.141
C -0.0519 1.8990 4.2169 -0.135
C -0.8938 3.1799 4.0093 -0.595
H 3.7658 -2.5675 -1.3942 0.083
H 3.8603 -4.4791 -3.2796 0.110
H 3.0967 -1.2775 0.1540 0.116
H -0.7420 1.1463 -2.5100 0.126
H 0.2614 -0.0871 -3.2706 0.041
H 0.5380 4.3386 3.1405 0.051
H -0.2849 5.1316 4.3482 0.093
H 1.9647 -5.5488 -4.8868 0.077
H 2.2976 -4.2538 -6.0505 0.086
H 0.6401 -4.4966 -5.4103 0.066
H -2.6858 2.6137 5.1075 0.070
H -2.4399 4.3379 4.9539 0.073
H -1.3995 3.4399 6.0919 0.095
H 0.1355 3.7825 1.3113 0.122
H -1.1369 2.8045 0.5894 0.103
H 1.7555 2.4413 3.1328 0.116
H 1.4137 0.6955 3.2765 0.114
H -2.3642 2.5247 2.5564 0.125
H -1.9224 4.2519 2.4723 0.132
H -0.7549 1.0769 4.3049 0.115
H 0.5089 1.9712 5.1405 0.114

42
Properties=species:S:1:pos:R:3:lowdin_charge:R:1 method="wB97M-V/def2-TZVPD" multiplicity=1 homo_lumo_gap_ev=9.107 total_charge=0
O -1.4965 1.8287 4.3749 0.076
C 0.7502 -1.4090 -2.1266 -0.037
C 1.7054 -1.9758 -2.6250 -0.046
O -0.7874 3.4579 6.3304 -0.003
O -3.0191 0.0508 2.9042 -0.035
O -2.0023 2.6665 1.8602 -0.091
C -1.7846 2.9739 4.1954 -0.409
C 0.1143 -0.3676 0.0020 -0.013
C -1.4325 -0.2994 -1.8333 -0.019
C -0.7772 0.3554 0.7689 -0.004
C -2.3368 0.4085 -1.0452 -0.018
C -0.1843 -0.6910 -1.3091 -0.247
C -1.9739 0.8224 0.2398 -0.161
N -1.3746 3.8911 5.1719 0.000
C -2.5528 3.3677 2.9670 -0.105
C -3.7282 0.8520 2.0086 -0.215
C 4.2162 -3.5903 -1.9522 -0.187
C 4.4007 -1.2830 -3.8612 -0.194
C 3.0157 -3.7486 -4.7781 -0.194
C -2.8388 1.7288 1.1039 -0.220
Si 3.2392 -2.6562 -3.2805 0.439
H -0.6050 2.5012 6.1564 0.117
H -2.4598 0.6253 3.4570 0.045
H 1.0750 -0.6371 0.4100 0.119
H -1.6360 -0.5797 -2.8502 0.109
H -0.5344 0.5679 1.7932 0.115
H -3.3040 0.6836 -1.4531 0.114
H -1.6541 4.8756 5.2426 0.163
H -2.3807 4.4477 2.8080 0.136
H -3.6213 3.1600 3.0737 0.131
H -4.4419 1.4623 2.5277 0.099
H -4.2758 0.1571 1.3685 0.135
H 3.5776 -4.2271 -1.3252 0.028
H 5.0439 -4.1915 -2.3088 0.025
H 4.5990 -2.7827 -1.3033 0.030
H 5.3881 -1.6432 -4.1153 0.025
H 4.5337 -0.5397 -3.0555 0.034
H 4.0647 -0.7386 -4.7315 0.022
H 2.2023 -3.3701 -5.3818 0.021
H 2.7751 -4.7687 -4.4552 0.031
H 3.9285 -3.7227 -5.3825 0.033
H -3.4276 2.3377 0.4095 0.151

47
Properties=species:S:1:pos:R:3:lowdin_charge:R:1 method="wB97M-V/def2-TZVPD" multiplicity=1 homo_lumo_gap_ev=8.069 total_charge=0
C 0.6980 -3.5219 0.6387 0.001
C 1.4878 -2.2509 0.4684 -0.454
O 2.1650 -2.0666 -0.5416 0.083
N 1.4371 -1.2489 1.4825 -0.119
C 1.2580 -1.7857 2.8261 -0.079
C 0.5270 -0.1528 1.1187 -0.186
C -0.8940 -0.2517 1.6689 -0.181
C -1.8621 0.6287 0.8801 -0.177
C -3.3210 0.3637 1.2732 -0.117
C -3.8251 -0.8752 0.5923 -0.344
C -3.7964 -1.0122 -0.9126 -0.112
O -4.4640 -2.2754 -1.1228 -0.182
S -5.3741 -2.6516 0.1509 0.610
O -4.7438 -3.6614 0.9306 -0.224
O -6.7054 -2.8706 -0.2868 -0.212
O -5.2130 -1.2316 0.8585 -0.146
H -0.3369 -3.3411 0.9206 0.076
H 1.1218 -4.1705 1.3997 0.087
H 0.7056 -4.0746 -0.2906 0.085
H 2.1097 -2.4177 3.0580 0.094
H 0.3601 -2.3898 2.9504 0.079
H 1.2616 -0.9827 3.5526 0.093
H 0.4893 -0.0543 0.0409 0.107
H 0.9572 0.7731 1.4971 0.119
H -1.2173 -1.2901 1.6086 0.098
H -0.9380 0.0378 2.7148 0.119
H -1.6151 1.6724 1.0429 0.123
H -1.6936 0.4377 -0.1771 0.106
H -3.3266 0.1931 2.3460 0.127
H -3.9387 1.2354 1.0765 0.127
H -3.2459 -1.7035 1.0060 0.133
H -2.8178 -1.1214 -1.3529 0.134
H -4.3955 -0.2078 -1.3306 0.145
C 2.2552 3.7511 -2.2772 0.070
C 3.3217 4.1602 -2.9754 -0.241
C 4.6427 3.4483 -2.8974 -0.319
O 5.5533 3.8815 -3.5786 0.106
C 4.7541 2.3016 -2.0199 0.074
C 3.6899 1.8836 -1.3156 -0.226
C 2.3554 2.5873 -1.4125 -0.300
O 1.4126 2.1754 -0.7593 0.091
O 3.7587 0.8424 -0.5063 0.127
O 3.3043 5.2110 -3.7819 0.118
H 1.3022 4.2582 -2.3272 0.134
H 5.7126 1.8065 -1.9607 0.137
H 2.8811 0.6856 -0.1182 0.094
H 4.2026 5.2754 -4.1579 0.120

69
Properties=species:S:1:pos:R:3:lowdin_charge:R:1 method="wB97M-V/def2-TZVPD" multiplicity=1 homo_lumo_gap_ev=5.926 total_charge=-1
C -3.7653 -0.7731 -0.0262 -0.085
C -2.5331 -1.2878 -0.0363 -0.271
C -2.1426 -2.5030 0.7821 -0.298
Al -0.1476 -2.9079 0.8796 0.258
C 0.8317 -1.4229 -0.1391 -0.309
O 0.5869 -1.5482 -1.5705 -0.317
C 1.3619 -2.5398 -2.1876 -0.184
H -4.1661 -0.1535 -0.8215 0.004
H -4.4025 -1.0363 0.8125 -0.010
H -1.7643 -0.7906 -0.6280 0.068
H -2.5607 -2.3618 1.7897 0.011
H -2.7056 -3.3317 0.3378 0.040
H 0.0988 -4.3653 0.1707 -0.094
H 0.3622 -3.0613 2.4022 -0.136
H 0.4321 -0.4332 0.1158 0.045
H 1.9180 -1.4268 0.0489 0.026
H 0.8543 -3.5128 -2.2082 0.046
H 1.5487 -2.2261 -3.2214 0.056
H 2.3201 -2.6820 -1.6714 0.080
C -5.8548 -0.9635 4.2991 -1.546
Cl -6.1780 -0.1684 2.7611 0.528
Cl -7.0447 -2.2357 4.6166 0.513
Cl -4.2187 -1.6140 4.3129 0.540
H -5.9384 -0.2289 5.0885 -0.036
C 3.6592 -0.7620 -5.1087 -1.560
Cl 3.7732 -2.4100 -5.7285 0.523
Cl 4.5982 -0.5725 -3.6339 0.535
Cl 4.1644 0.4115 -6.3292 0.491
H 2.6220 -0.5669 -4.8677 0.005
C -8.5359 -0.2232 -0.6102 -1.546
Cl -6.8754 0.3121 -0.4084 0.551
Cl -8.7457 -1.8665 -0.0054 0.525
Cl -9.6655 0.8826 0.1872 0.506
H -8.7658 -0.2235 -1.6669 0.007
C 6.1607 3.8512 -6.6445 -1.587
Cl 5.4092 2.9719 -7.9771 0.510
Cl 4.9356 4.4770 -5.5399 0.487
Cl 7.3056 2.8266 -5.7800 0.529
H 6.7006 4.6968 -7.0525 -0.068
C -1.7442 -4.7811 -4.1534 -1.561
Cl -1.2342 -6.0819 -3.0790 0.520
Cl -2.1788 -3.3469 -3.2433 0.570
Cl -0.4762 -4.4209 -5.3400 0.495
H -2.6141 -5.1191 -4.6996 0.002
C -3.0311 0.1309 7.6421 -1.547
Cl -2.2746 0.9082 9.0358 0.497
Cl -4.2618 1.1888 6.9344 0.538
Cl -1.8270 -0.3302 6.4537 0.522
H -3.5243 -0.7673 7.9900 0.016
C 1.1035 4.4330 -3.7259 -1.554
Cl 2.5124 5.5036 -3.7014 0.488
Cl 1.5086 2.8454 -3.0904 0.547
Cl -0.2381 5.1529 -2.8349 0.525
H 0.7963 4.3172 -4.7564 0.011
C -0.0034 -1.6553 11.9839 -1.556
Cl -0.5250 -1.5448 10.3101 0.518
Cl -0.8758 -0.4938 12.9915 0.512
Cl -0.1978 -3.2937 12.6128 0.518
H 1.0482 -1.4061 12.0262 0.010
C 2.4861 -0.2643 3.4231 -1.551
Cl 3.3194 0.5833 4.7473 0.485
Cl 3.4440 -1.6391 2.8804 0.525
Cl 0.8749 -0.7558 3.8975 0.514
H 2.3984 0.4288 2.5971 0.010
C 8.3559 8.1082 -6.2474 -1.537
Cl 7.6587 8.7397 -7.7392 0.530
Cl 7.6152 6.5674 -5.8132 0.576
Cl 10.1062 7.9498 -6.3897 0.529
H 8.1458 8.8125 -5.4539 0.012

66
Properties=species:S:1:pos:R:3:lowdin_charge:R:1 method="wB97M-V/def2-TZVPD" multiplicity=1 homo_lumo_gap_ev=7.336 total_charge=-2
C 1.3162 1.6120 0.8068 0.023
C 1.0602 3.1126 0.5945 -0.301
O 1.0563 3.9817 1.4652 0.131
N 0.6925 3.3162 -0.8566 0.120
H 1.4989 3.7677 -1.2640 0.095
H 0.5942 2.4576 -1.3793 0.108
C -0.5167 4.3007 -1.0588 0.063
H 1.7302 1.4948 1.8082 0.088
H 1.9603 1.1548 0.0556 0.078
H 0.3847 1.0460 0.8168 0.085
H -1.3178 3.9081 -0.4326 0.076
H -0.9490 4.3176 -2.0593 0.102
H -0.1799 5.2278 -0.5949 0.092
C 4.1475 -4.3216 -0.2661 0.014
N 2.7793 -3.7671 -0.1058 -0.074
C 1.7312 -4.5593 -0.5279 0.029
C 0.3644 -4.1625 -0.3286 0.035
C 0.0900 -2.9164 0.1593 -0.130
C 1.1697 -2.1211 0.5536 0.118
C 2.5084 -2.6028 0.5026 0.067
C -1.2758 -2.3688 0.2721 -0.107
C -1.6351 -1.5479 1.3029 0.073
C -2.9693 -1.2014 1.4649 0.091
N -3.9305 -1.6426 0.5890 -0.055
C -3.6507 -2.4420 -0.4675 0.008
C -2.3309 -2.8133 -0.5999 0.038
C -5.3138 -1.2590 0.8212 0.008
H 4.2483 -5.1589 0.4245 0.097
H 4.8942 -3.5672 -0.0186 0.098
H 4.3241 -4.6714 -1.2833 0.107
H 2.0741 -5.5044 -0.9224 0.127
H -0.3003 -4.9709 -0.5954 0.119
H 1.0456 -1.1334 0.9723 0.119
H 3.3600 -2.0032 0.7883 0.141
H -0.9391 -1.2710 2.0809 0.116
H -3.2682 -0.5118 2.2404 0.141
H -4.4550 -2.7857 -1.1011 0.140
H -2.0959 -3.4962 -1.4029 0.118
H -5.9246 -1.3196 -0.0796 0.103
H -5.4352 -0.2365 1.1789 0.092
H -5.7454 -1.9485 1.5468 0.102
B -4.5348 2.5556 1.0046 -1.424
F -3.4904 2.9869 0.2420 0.140
F -5.3180 1.8381 0.1270 0.107
F -4.1034 1.7861 2.0424 0.144
F -5.2476 3.6350 1.5062 0.104
B 2.7303 4.0146 -3.0385 -1.444
F 2.7417 2.6602 -2.8701 0.155
F 3.6513 4.3370 -3.9823 0.151
F 1.4477 4.2725 -3.4778 0.129
F 2.9980 4.6387 -1.8492 0.144
B -0.3410 0.5045 4.2901 -1.496
F 0.2775 -0.6330 3.8772 0.128
F -1.5507 0.7005 3.6636 0.136
F -0.4538 0.4484 5.6569 0.123
F 0.4087 1.5470 3.9543 0.181
B 4.8444 -0.1788 -0.9438 -1.313
F 6.2557 -0.0940 -0.9823 0.065
F 4.6741 -1.5537 -1.1261 0.077
F 4.3147 0.3958 0.2218 0.105
F 4.3119 0.3802 -2.0655 0.156
B -0.8788 0.4560 -2.2930 -1.366
F -0.9056 -0.8842 -2.4225 0.164
F -1.7802 0.9373 -1.3791 0.140
F 0.3348 0.7619 -1.7163 0.125
F -1.1841 1.0942 -3.5396 0.074

65
Properties=species:S:1:pos:R:3:lowdin_charge:R:1 method="wB97M-V/def2-TZVPD" multiplicity=1 homo_lumo_gap_ev=1.486 total_charge=+1
C 1.6184 -3.4557 0.2526 0.089
C 0.9152 -4.0187 1.0867 -0.036
C -0.2615 -4.4167 2.0320 -0.118
N -1.5499 -3.7212 1.7229 -0.078
C -1.8341 -2.8631 2.9305 -0.347
N -2.6586 -3.1909 4.0126 0.102
N -1.1056 -1.5641 2.7564 0.056
C -1.1132 -1.4336 1.2431 -0.101
C -1.5943 -2.8074 0.5400 -0.162
C -3.2278 -2.7002 0.2636 -0.135
O -3.5604 -2.4235 -1.1093 -0.012
C -2.7959 -1.3413 -1.5987 -0.422
C -2.9708 0.1772 -1.2297 0.020
O -1.8776 -1.6323 -2.3532 0.123
H 2.2727 -2.7861 -0.3558 -0.003
H -0.3727 -5.5470 2.0664 0.137
H 0.0502 -4.1041 3.0879 0.140
H -2.4398 -2.7657 4.9237 0.143
H -3.4888 -3.8164 3.8659 0.131
H -0.1388 -1.5750 3.1911 0.073
H -0.0142 -1.2625 0.9782 0.121
H -1.8448 -0.5937 1.0600 0.091
H -1.1417 -3.1287 -0.4398 0.159
H -3.6172 -3.7572 0.4776 0.160
H -3.7540 -2.0151 1.0240 0.069
H -1.9409 0.6428 -1.4364 0.087
H -3.2025 0.3705 -0.1383 0.071
H -3.7149 0.7056 -1.9150 0.126
C 2.1256 -0.5294 3.3184 -0.412
O 1.5505 -1.7031 3.4094 -0.228
H 3.2167 -0.5100 2.9151 -0.086
H 1.6561 0.2140 2.6520 0.044
H 2.2469 0.0548 4.2513 0.091
Na -3.9099 -2.3059 2.4636 0.592
O 1.9398 0.7613 0.5133 -0.449
H 1.5171 0.4243 -0.2731 -0.157
Mg 4.3946 0.0846 1.7340 1.290
B 0.2491 4.2404 -4.0457 -1.095
O 1.0362 3.1453 -3.4466 0.251
C 0.2792 2.5722 -2.5319 -0.421
O 0.6135 1.6326 -1.8458 0.116
C -1.0289 3.2515 -2.4732 -0.506
O -1.9520 2.9633 -1.7297 0.028
O -1.0631 4.2267 -3.3498 0.025
F 0.0791 4.0142 -5.4644 -0.049
F 0.8889 5.4757 -3.8298 0.154
Cl -1.5477 2.8645 -4.9849 0.670
Li 2.6034 -2.3830 -1.9408 0.826
C 7.9170 -0.8121 -3.0690 -0.629
F 9.1783 -0.7796 -2.5933 0.119
F 7.4817 0.4699 -3.0745 0.104
F 8.0106 -1.1836 -4.3629 0.120
S 6.8162 -1.9333 -2.0842 0.449
O 6.8271 -1.3893 -0.7296 -0.382
O 7.4203 -3.2439 -2.1841 -0.303
O 5.5075 -1.8438 -2.7296 -0.387
Cl -3.4411 5.3442 3.1117 0.552
C -4.0223 5.6418 1.4542 -0.644
C -2.9437 5.4002 0.4216 -0.668
Cl -1.6415 6.6081 0.5077 0.601
H -4.4012 6.6628 1.4053 0.081
H -4.8575 4.9601 1.2844 0.075
H -3.3683 5.4641 -0.5815 0.089
H -2.4946 4.4125 0.5390 0.009
Na -1.2180 2.6885 0.3308 0.647